A structure of composition C27H43BrN2P2Ti at a distorted geometry. Source: the Open Molecules 2025 dataset; level of theory: ωB97M-V/def2-TZVPD.

The calculation puts the total energy at -143393.2052 eV. Its total charge is +2. As for the orbital gap (alpha / beta): 3.84 / 3.93 eV. The multiplicity is 3.

Element x y z (Å)
N (-6.737641, 5.135350, -4.246456)
C (-6.461954, 5.564310, -3.018337)
C (-5.672587, 4.833264, -2.136551)
C (-5.089594, 3.597191, -2.537308)
C (-5.374015, 3.198295, -3.867170)
C (-6.206085, 3.996959, -4.677907)
C (-4.227323, 2.750966, -1.672318)
Ti (-0.092343, 0.294797, 0.788180)
P (5.357374, -0.643651, 0.719553)
C (-3.372581, 1.750788, -2.098149)
C (-2.133460, 1.445020, -1.399483)
C (-0.977959, 1.257407, -2.203629)
C (0.312030, 1.660630, -1.743275)
C (0.415262, 1.968683, -0.425561)
C (-0.689248, 2.160664, 0.491809)
C (-1.974306, 1.635666, 0.012543)
Br (2.259109, 0.847510, 1.043475)
H (-4.259822, 3.053511, -0.617573)
H (-3.517112, 1.304192, -3.097875)
H (-5.535163, 5.235391, -1.134677)
H (-5.013813, 2.263934, -4.280408)
H (-6.892085, 6.527135, -2.725754)
H (-6.461309, 3.711694, -5.710124)
H (-1.048376, 0.966539, -3.268951)
H (-2.868999, 1.741973, 0.639367)
H (1.104677, 1.746108, -2.518137)
H (-0.616077, 2.667731, 1.449745)
P (-0.759773, -2.036598, 0.366279)
C (5.529478, 1.187081, 0.910347)
C (6.913152, 1.707591, 0.475885)
H (5.322131, 1.446915, 1.959288)
H (4.747365, 1.630007, 0.283178)
H (7.015332, 2.785934, 0.659676)
H (7.720048, 1.197667, 1.013566)
H (7.065205, 1.556998, -0.599313)
C (4.474226, -0.982379, -0.842283)
C (5.218251, -2.098955, -1.596030)
H (4.387948, -0.058880, -1.431354)
H (3.463477, -1.296008, -0.553427)
H (4.853776, -2.240344, -2.619228)
H (6.291463, -1.885713, -1.651451)
H (5.094354, -3.060837, -1.084140)
C (4.286180, -1.353943, 2.056249)
C (5.124103, -1.818660, 3.258731)
H (3.692482, -2.197871, 1.631639)
H (3.566068, -0.578297, 2.410294)
H (4.492831, -2.498345, 3.845717)
H (6.035677, -2.334487, 2.927990)
H (5.390658, -0.965647, 3.900100)
C (-0.782322, -3.130353, 1.840927)
C (-1.702552, -4.361905, 1.798188)
H (-1.037986, -2.445644, 2.675534)
H (0.264672, -3.447436, 2.002027)
H (-2.711178, -4.143750, 2.157599)
H (-1.798294, -4.773250, 0.793052)
H (-1.346364, -5.189039, 2.425234)
C (0.160854, -2.961045, -0.922429)
C (-0.167979, -2.520068, -2.357574)
H (-0.001112, -4.054472, -0.810703)
H (1.212536, -2.753182, -0.630551)
H (-1.184338, -2.855764, -2.646661)
H (-0.105974, -1.425879, -2.505843)
H (0.541808, -2.985508, -3.061100)
C (-2.502760, -1.833399, -0.153273)
C (-3.444069, -1.383301, 0.970462)
H (-2.811640, -2.786061, -0.614063)
H (-2.499720, -1.069724, -0.950714)
H (-4.290450, -0.835896, 0.536695)
H (-3.862852, -2.230278, 1.526754)
H (-2.967574, -0.704087, 1.692763)
C (-0.501409, 0.149818, 5.333442)
C (-0.668198, 0.414800, 3.924587)
N (-0.564205, 0.314213, 2.761348)
H (0.449220, -0.373277, 5.506877)
H (-1.329174, -0.479758, 5.703909)
H (-0.499974, 1.086967, 5.916796)

Atomic forces in eV per Å
N -0.020 0.254 -0.268
C 0.195 -0.388 -0.032
C 0.485 -0.669 0.492
C -0.757 -0.279 -1.059
C -0.438 0.519 0.018
C 0.366 -0.368 0.479
C 0.248 0.030 -0.182
Ti 2.798 -2.518 -0.119
P 1.781 -0.795 0.422
C -1.163 0.125 -0.082
C -0.388 0.250 0.709
C 1.476 0.335 -0.310
C -1.667 -1.421 -2.010
C -1.103 2.956 2.253
C -1.357 1.440 -2.590
C 1.066 1.507 -0.115
Br -0.997 -0.212 -0.026
H 0.540 0.075 -0.373
H 0.421 0.625 0.449
H 0.142 -0.190 -0.108
H 0.073 0.068 0.068
H 0.131 -0.398 -0.040
H 0.203 0.011 0.602
H -0.293 0.366 0.698
H 0.454 -0.064 -0.236
H -0.251 -0.336 1.005
H 0.144 -0.045 -0.085
P -0.819 -1.222 -0.160
C -0.488 0.139 -0.070
C -0.074 -0.028 0.011
H 0.036 -0.017 -0.215
H 0.162 0.360 0.190
H -0.151 -0.267 0.020
H -0.189 0.040 -0.130
H 0.017 -0.087 0.200
C -0.289 -0.026 -0.148
C -0.152 -0.046 -0.222
H 0.054 -0.197 0.016
H -0.070 -0.016 -0.385
H -0.062 0.114 0.111
H -0.237 -0.032 0.047
H 0.125 0.201 0.016
C -0.527 0.730 0.313
C -0.371 -0.079 -0.103
H 0.450 0.521 0.116
H 0.443 -0.890 0.000
H 0.386 0.057 0.105
H -0.281 0.115 0.221
H 0.081 -0.296 -0.238
C 0.285 0.229 0.610
C -0.253 -0.169 -0.015
H 0.112 -0.567 -0.214
H -0.328 0.246 -0.066
H 0.122 0.146 -0.141
H 0.036 0.022 -0.066
H 0.185 0.393 -0.088
C 0.249 0.010 0.144
C -0.044 -0.125 -0.285
H -0.003 0.647 0.080
H -0.356 -0.252 -0.456
H 0.542 0.238 0.162
H 0.001 -0.445 0.153
H -0.291 0.195 0.282
C -0.052 -0.289 -0.533
C -0.309 0.029 0.026
H -0.172 0.339 0.171
H 0.013 -0.492 0.189
H 0.140 -0.162 0.120
H 0.216 0.211 -0.104
H -0.017 -0.173 -0.136
C -0.565 0.558 1.094
C 1.209 -1.432 -2.709
N -0.921 0.852 3.304
H -0.187 0.146 -0.307
H 0.267 0.249 -0.226
H -0.013 -0.360 -0.246

Taken from the Mulliken analysis, the atomic charges in e are: -0.522, -0.318, -0.448, 0.564, -0.430, -0.392, -0.120, -0.102, -0.160, -0.619, 1.204, -0.753, -0.195, -0.749, -0.628, -0.259, 0.005, 0.343, 0.381, 0.352, 0.297, 0.370, 0.362, 0.436, 0.635, 0.535, 0.747, 0.926, -0.198, -1.305, 0.405, 0.171, 0.382, 0.351, 0.313, 0.684, -1.317, 0.364, -0.682, 0.388, 0.379, 0.333, 0.129, -1.397, 0.163, 0.022, 0.388, 0.380, 0.316, -0.472, -1.247, 0.215, 0.524, 0.302, 0.318, 0.382, -0.423, -1.049, 0.475, 0.209, 0.312, 0.114, 0.436, -0.643, -1.243, 0.606, 0.349, 0.375, 0.332, 0.135, -1.092, 0.519, -0.188, 0.311, 0.335, 0.379